Density functional theory data (ωB97M-V/def2-TZVPD) for a structure of composition C14H25BeCl2N4S at a distorted geometry.

Net charge = +1
LUMO level = -2.914 eV
DFT total energy = -2100.65182 Eh

Positions of all 47 atoms, in Å:
Be 0.283 -1.619 0.343
N 1.420 -0.701 1.303
N 2.087 -1.510 2.214
C 1.847 -2.817 2.122
N 2.457 -3.657 2.937
S 0.701 -3.415 1.070
H 2.173 -0.264 0.751
H 0.878 0.058 1.741
H 2.398 -1.127 3.106
H 3.324 -3.408 3.377
H 2.235 -4.655 2.898
C 2.892 2.078 -2.737
C 1.561 1.975 -1.895
C 0.998 3.053 -1.191
C -0.225 2.893 -0.604
C -0.965 4.062 0.011
C -0.769 1.581 -0.390
C -0.102 0.477 -0.955
C 0.980 0.699 -1.727
N -0.525 -0.882 -0.730
C -1.659 -1.375 -1.492
C -3.022 -0.954 -0.876
C -1.627 -2.919 -1.428
C -1.648 -0.845 -2.869
H 3.014 3.105 -2.979
H 2.806 1.608 -3.728
H 3.784 1.674 -2.258
H 1.482 4.060 -1.300
H -0.305 4.930 -0.010
H -1.587 3.830 0.929
H -1.678 4.279 -0.767
H -1.726 1.435 0.039
H 1.442 -0.067 -2.336
H -3.200 -1.624 -0.001
H -3.933 -1.178 -1.439
H -3.186 0.103 -0.554
H -1.588 -3.278 -0.385
H -0.733 -3.211 -2.023
H -2.487 -3.368 -1.914
H -1.378 0.234 -2.983
H -2.639 -0.935 -3.291
H -0.913 -1.316 -3.513
Cl -1.532 0.288 3.366
C -0.618 0.581 4.836
Cl 1.112 0.928 4.494
H -0.795 -0.261 5.441
H -1.032 1.454 5.396